(1)
102
Properties=species:S:1:pos:R:3:forces:R:3 method="wB97M-V/def2-TZVPD" homo_ev=-2.2094 spin_multiplicity=1 gap_ev=2.56 total_charge=-2 fmax_ev_per_a=5.028 energy_ev=-153848.20291
N -6.55897 -0.51121 -3.93570 0.087 -0.082 0.528
H -5.71341 -0.72520 -3.42646 0.992 0.266 0.751
H -6.40812 0.28044 -4.54451 0.287 0.175 -0.741
H -7.26270 -0.22881 -3.26854 -0.408 -0.082 0.541
H -6.80222 -1.38738 -4.37531 -0.470 -0.123 -0.684
N -8.37827 5.49450 0.18475 -0.062 0.911 -0.642
H -8.82632 4.60274 0.02944 0.075 -0.539 0.351
H -9.06488 6.23111 0.10684 -0.581 0.297 0.224
H -7.73367 5.69543 -0.56640 0.721 -0.240 -0.524
H -7.88612 5.61274 1.05876 0.261 -0.474 0.782
C -4.67115 5.26356 7.64392 -3.258 -2.556 -0.846
F -4.59712 6.54640 7.68841 1.373 2.007 0.278
F -3.51732 4.70229 7.11975 -1.806 0.890 1.756
F -5.06624 4.84937 8.91878 1.965 -0.059 -1.035
S -6.26903 4.90839 6.58836 1.401 -2.095 -2.608
O -6.37385 3.44286 6.50710 0.290 1.469 0.550
O -7.40718 5.57606 7.13368 -0.706 0.623 1.807
O -5.88693 5.55027 5.33091 0.499 -0.087 -0.139
C -3.21413 6.68710 -6.28883 -1.552 -2.463 1.271
F -2.95617 7.84607 -5.69524 -0.293 0.254 -1.003
F -3.56755 6.77183 -7.61638 0.886 0.558 1.584
F -2.08444 5.94430 -6.16225 -0.616 0.439 -0.700
S -4.69882 5.73011 -5.27088 -0.762 1.639 3.125
O -4.91650 4.45418 -5.92395 0.252 0.395 -0.647
O -4.19375 5.57971 -3.86463 -0.078 0.375 -2.628
O -5.85220 6.68723 -5.27758 1.883 -1.320 -0.892
C -0.24471 -1.65100 9.09483 -0.263 -1.396 -0.890
F 0.53377 -1.18908 8.09271 -0.497 0.136 0.000
F 0.64700 -2.09396 10.01813 -0.727 -0.046 -0.016
F -0.94775 -0.66221 9.60908 0.088 0.658 0.315
S -1.50354 -3.01149 8.47593 -2.369 -2.573 1.745
O -2.29498 -3.40806 9.69179 2.360 1.081 -1.113
O -2.41128 -2.54191 7.47333 -0.003 2.165 -0.630
O -0.67769 -4.04994 7.90817 1.480 -0.146 0.669
C -1.44934 0.24682 -0.92045 0.629 0.948 -0.506
C -2.18915 0.09051 0.40197 -1.045 -0.058 -0.228
C -2.24580 1.40047 1.31905 -0.145 -0.583 -0.974
O -3.39581 -0.54945 0.18625 0.179 0.811 0.066
H -1.26973 -0.70000 -1.42975 -0.106 -0.238 0.289
H -0.48780 0.74058 -0.77995 0.468 -0.044 0.161
H -1.93998 0.88508 -1.65529 -0.603 0.137 0.068
H -1.53484 -0.58977 0.94712 0.404 -0.339 0.636
H -1.29202 1.85736 1.58294 0.526 -0.679 0.283
H -2.80275 1.10421 2.20795 0.085 0.241 0.035
H -2.70718 2.27378 0.85801 -0.770 -0.238 -0.389
O 4.02247 -5.74311 -6.47885 2.200 1.200 3.488
S 4.60973 -5.06177 -5.26782 -1.322 0.726 -4.408
O 4.09287 -5.36456 -3.97511 0.375 0.029 0.216
O 6.22379 -5.17464 -5.30248 -1.042 -0.279 -0.662
C 6.93661 -4.56033 -4.21464 -1.254 -0.080 1.794
C 8.36406 -4.38014 -4.59126 0.526 -0.449 0.137
C 4.40978 -3.25332 -5.75171 -0.301 -1.530 -0.458
H 6.72754 -5.16405 -3.33152 0.729 -0.635 -0.035
H 6.42722 -3.66720 -3.85278 0.087 0.671 -0.734
H 8.47658 -3.56904 -5.31067 0.179 -0.310 -0.172
H 8.73591 -5.34688 -4.93073 -0.004 0.155 -0.674
H 9.02776 -4.19822 -3.74597 -0.418 0.427 0.287
H 4.29776 -3.31571 -6.83414 0.179 -0.223 0.016
H 5.27242 -2.61148 -5.57289 -0.368 -0.093 0.695
H 3.41628 -2.97166 -5.40284 0.419 0.389 0.529
O 3.25921 8.59268 -1.56088 0.083 -0.566 0.476
S 3.61142 7.31234 -1.00996 1.979 -3.130 1.268
O 5.01392 7.00300 -0.56904 -3.834 1.134 -1.046
O 2.60008 6.88152 0.26935 3.721 0.090 -1.808
C 1.45246 7.63348 0.47132 -0.153 1.499 0.564
C 1.26803 7.72594 1.94714 -1.272 -0.940 0.729
C 3.06979 5.90531 -2.09588 -0.285 1.029 -0.385
H 0.66246 7.05817 -0.01140 -0.492 0.816 -0.140
H 1.66825 8.66652 0.19864 -0.734 -0.130 -1.172
H 0.22018 7.95264 2.14389 -0.121 -0.063 0.112
H 1.83549 8.48000 2.49257 0.435 -0.271 -0.359
H 1.45022 6.70266 2.27550 0.034 0.212 0.825
H 2.07435 5.62211 -1.75387 0.367 -0.356 0.373
H 3.81435 5.11028 -2.13651 -0.178 0.146 0.549
H 2.87510 6.22302 -3.12021 0.428 0.515 0.018
O -3.66761 -6.88346 1.11451 2.347 -3.042 -0.420
S -2.71227 -8.01388 0.94313 0.297 0.161 0.060
O -2.65223 -9.20685 1.81088 -0.844 2.405 -1.990
O -2.90418 -8.61620 -0.66269 -0.043 -2.004 4.611
C -2.78114 -7.76898 -1.68924 0.005 3.159 -2.317
C -3.45208 -8.34320 -2.94121 0.984 -0.971 0.699
C -0.93166 -7.36652 0.90567 -2.227 0.259 -0.629
H -1.74263 -7.48566 -1.86049 0.464 -0.478 -0.422
H -3.19534 -6.78996 -1.44828 -0.654 0.136 0.063
H -3.45944 -7.64477 -3.77801 -0.408 0.014 0.231
H -4.38782 -8.82320 -2.65467 -0.422 0.708 -0.236
H -2.86199 -9.20843 -3.24332 0.258 -0.009 -0.263
H -0.89133 -6.67668 0.06270 0.045 -0.010 0.020
H -0.23047 -8.18836 0.76069 -0.272 0.072 0.480
H -0.90775 -6.76170 1.81216 0.438 -0.396 0.124
C 8.05440 -3.59875 2.15221 0.023 0.358 -1.203
C 8.81948 -2.46223 1.81954 -0.677 -1.218 0.899
C 8.16014 -1.27350 1.69353 1.160 0.636 -0.838
C 6.79167 -1.17965 1.74095 -0.105 1.905 -0.793
C 6.02411 -2.27571 1.89791 -0.189 -0.784 1.491
C 6.66744 -3.47164 2.16423 -0.306 -0.669 -0.067
H 8.52748 -4.56962 2.15452 -0.040 -0.129 0.473
H 9.89420 -2.47112 1.71328 0.062 -0.291 0.033
H 8.80816 -0.46024 1.40188 -0.361 0.603 0.203
H 6.30617 -0.23230 1.55873 0.082 0.244 0.112
H 4.96182 -2.19649 2.07591 -0.150 -0.044 -0.482
H 5.96742 -4.27453 2.34238 0.496 -0.612 0.162

---

(2)
105
Properties=species:S:1:pos:R:3:forces:R:3 method="wB97M-V/def2-TZVPD" homo_ev=-7.9096 spin_multiplicity=1 gap_ev=7.08 total_charge=0 fmax_ev_per_a=3.740 energy_ev=-113772.91207
C -19.92646 9.65260 -22.35795 -0.180 0.454 -0.116
N -20.01437 8.46936 -21.44199 -0.562 -2.260 -0.609
O -19.14368 7.60246 -21.48168 -0.231 1.743 0.085
O -21.09799 8.25627 -20.89600 0.632 0.956 -0.078
H -18.94564 10.12805 -22.35257 -0.035 -0.437 0.155
H -20.70863 10.37716 -22.13138 0.108 -0.245 0.419
H -20.17434 9.26590 -23.34645 0.278 -0.203 0.039
C -22.12276 8.73134 -28.54163 1.707 1.193 -1.317
N -23.53578 9.11337 -28.69182 -0.195 -1.282 1.912
O -23.84132 10.21348 -29.08533 0.026 0.104 -0.362
O -24.31082 8.29757 -28.22291 -0.379 0.243 -0.539
H -21.55917 9.57282 -28.94458 0.031 0.133 0.179
H -21.85109 7.90867 -29.20306 -0.532 -0.378 0.468
H -21.82468 8.59737 -27.50177 -0.568 -0.345 -0.109
C -23.16279 6.50927 -22.64932 -0.212 0.522 0.650
N -21.92486 6.57781 -23.43050 1.928 -1.317 -1.863
O -21.76154 7.42261 -24.33235 -0.710 -0.565 1.578
O -21.12538 5.65048 -23.25796 -1.043 1.376 0.075
H -22.88746 6.22530 -21.63362 0.012 0.089 -0.181
H -23.80131 5.73648 -23.07733 0.188 0.270 -0.101
H -23.63319 7.49252 -22.64431 -0.043 -0.231 -0.087
C -29.12874 11.38999 -23.92806 1.009 0.335 1.548
N -29.32406 9.92025 -23.95294 -0.901 -2.244 -2.139
O -28.58986 9.15659 -23.29529 -1.556 1.726 -1.087
O -30.23889 9.52446 -24.74199 2.420 0.916 2.374
H -28.21962 11.59232 -23.36179 0.018 -0.287 0.102
H -29.94481 11.76549 -23.31070 -0.184 0.257 -0.593
H -28.96585 11.87081 -24.89262 -0.848 -0.566 -0.152
C -27.03902 14.36697 -25.52148 1.010 -0.811 -0.222
N -28.21645 15.25465 -25.69047 0.817 1.942 0.233
O -27.96973 16.43399 -25.94963 0.238 -1.136 -0.045
O -29.32750 14.85609 -25.48829 -0.752 -1.116 0.110
H -26.40719 14.43366 -26.40717 -0.180 0.358 0.012
H -27.24953 13.30459 -25.39844 -0.729 0.289 -0.036
H -26.44456 14.66130 -24.65656 -0.318 0.414 -0.068
C -23.56627 13.29576 -27.91532 -0.033 -1.283 1.502
N -22.55362 12.77734 -28.85623 1.409 2.128 0.757
O -23.01647 12.60448 -29.95678 1.274 -0.601 -0.631
O -21.35146 12.77117 -28.47804 -2.537 -0.691 -1.318
H -23.25612 12.97282 -26.92153 0.031 0.269 0.011
H -24.46831 12.73428 -28.15854 -0.171 0.623 -0.003
H -23.63570 14.38328 -27.93957 0.051 -0.224 -0.433
C -26.69997 4.24245 -22.02634 -0.237 -0.167 -0.570
N -26.81031 4.98963 -23.33691 -0.349 0.860 -0.334
O -27.72205 4.71720 -24.10239 1.054 0.062 0.901
O -25.99189 5.90276 -23.52805 -0.889 -1.179 0.254
H -25.63468 4.12941 -21.82512 -0.269 0.126 0.216
H -27.21944 3.28933 -22.12541 0.210 0.091 -0.242
H -27.24454 4.81838 -21.27813 0.381 0.242 -0.071
C -26.47251 11.28565 -30.19109 -1.204 0.142 -1.179
N -27.13922 11.04500 -28.86414 0.925 -0.550 -1.137
O -26.58632 11.61725 -27.94640 -0.366 0.032 0.879
O -28.12691 10.34563 -28.79903 0.406 0.465 0.143
H -25.39989 11.47158 -30.13623 -0.467 0.041 0.399
H -27.05366 12.11220 -30.59997 0.401 0.599 0.253
H -26.73164 10.53916 -30.94189 0.197 -0.660 0.657
C -23.43404 13.03742 -19.90832 0.212 1.166 -0.030
N -23.96925 14.25606 -20.67820 -1.827 0.028 -1.018
O -25.15367 14.62537 -20.46891 2.956 -0.740 -0.291
O -23.22533 14.71447 -21.55424 -1.189 -0.610 1.757
H -23.17286 12.28711 -20.65459 -0.023 0.199 0.089
H -24.11439 12.66753 -19.14125 -0.273 0.291 -0.450
H -22.55048 13.44877 -19.42026 0.139 -0.341 -0.117
C -25.01798 5.50269 -26.27335 -0.603 -0.896 -0.446
C -24.16271 4.43855 -25.53952 0.126 1.567 -0.396
O -23.71394 3.56925 -26.54747 0.652 -1.341 -1.828
S -23.54131 4.24830 -28.04106 -0.717 3.246 0.658
O -24.05379 3.48444 -29.16033 0.961 0.608 2.336
O -22.23592 4.91444 -28.12513 -2.314 -1.658 0.169
O -24.70390 5.45371 -27.68554 1.971 -1.516 -0.106
H -24.80951 6.47235 -25.82125 -0.208 0.095 -0.477
H -26.07228 5.22605 -26.27926 -0.065 0.408 0.547
H -24.66237 3.89194 -24.73973 -0.240 -0.245 -0.517
H -23.33807 4.97435 -25.06943 0.447 -0.312 -0.190
C -24.82517 9.99011 -25.70722 1.727 0.471 -0.426
C -25.74853 9.43228 -24.65069 0.104 -1.149 -1.269
O -25.84378 10.43509 -23.68381 0.411 1.769 2.078
S -24.60786 11.57168 -23.75776 -1.120 -0.690 -1.046
O -23.39037 11.04160 -23.11936 -2.483 1.117 -1.690
O -25.12480 12.88992 -23.37774 1.090 -3.003 -0.898
O -24.69538 11.37166 -25.42894 0.768 2.752 2.412
H -25.17596 9.98944 -26.73923 0.003 -0.521 0.242
H -23.78583 9.68670 -25.58148 -0.130 -1.152 -0.461
H -25.38804 8.48567 -24.24812 0.129 0.134 0.278
H -26.68797 9.20582 -25.15494 -0.458 0.425 0.648
N -25.52365 9.11121 -21.07961 -0.110 -1.028 0.341
C -24.21638 9.16828 -20.64302 -1.107 -0.687 -0.346
C -24.04222 8.01687 -19.90197 2.273 2.117 1.095
C -25.24257 7.36624 -19.72949 -0.221 -1.355 -0.081
C -26.13143 7.94715 -20.57718 -0.765 2.233 -0.271
H -26.00828 9.81716 -21.61521 0.124 -0.341 -0.052
H -23.58271 9.99875 -20.91720 0.075 -0.373 0.039
H -23.13808 7.83623 -19.33957 0.027 -0.219 -0.137
H -25.32258 6.57389 -18.99998 -0.519 -0.251 -0.419
H -27.19403 7.85821 -20.74857 0.082 -0.321 0.073
N -30.13019 7.59349 -27.13789 0.404 -0.650 -0.937
C -30.63921 6.71973 -28.07247 -0.973 2.261 -0.019
C -30.33822 5.44020 -27.73543 0.394 0.328 -0.101
C -29.48224 5.56435 -26.61572 0.827 -0.011 1.257
C -29.32205 6.90922 -26.27759 -1.133 -0.203 -0.268
H -30.35087 8.57904 -27.12825 0.376 -0.238 0.048
H -31.13672 7.27917 -28.85088 -0.473 -0.913 -0.368
H -30.67228 4.54619 -28.24094 0.221 0.079 0.068
H -29.06426 4.73884 -26.05875 0.069 0.121 -0.133
H -28.88011 7.54089 -25.52122 0.300 -0.875 0.359